Density functional theory data (ωB97M-V/def2-TZVPD) for a structure of composition C4H12FeN2O10 at a distorted geometry.

Last column: Löwdin charge in e.
Geometry (Å):
Fe (5.401, 2.910, 3.764)  0.8716
N (8.122, 3.910, 2.886)  -0.6815
O (9.305, 3.895, 2.604)  0.0423
O (7.477, 2.992, 3.320)  -0.0741
O (7.403, 4.779, 2.619)  0.0018
N (5.151, -0.065, 4.793)  -0.6879
O (4.331, -0.763, 4.306)  0.0307
O (5.482, -0.273, 5.925)  0.0272
O (5.602, 0.810, 4.104)  -0.0671
C (4.882, 5.368, 5.222)  -0.1635
C (6.012, 4.653, 5.961)  -0.1608
O (5.736, 3.238, 5.840)  -0.0749
O (4.768, 4.950, 3.839)  -0.1054
H (4.711, 6.440, 5.318)  0.1370
H (3.929, 5.038, 5.635)  0.1144
H (6.144, 4.984, 6.991)  0.1317
H (6.954, 5.056, 5.589)  0.1285
H (6.217, 2.655, 6.432)  0.1307
H (4.382, 5.693, 3.369)  0.1254
C (2.630, 2.281, 3.036)  -0.1627
C (3.425, 2.739, 1.806)  -0.1936
O (4.830, 2.587, 1.827)  -0.0699
O (3.343, 2.607, 4.242)  -0.0840
H (2.543, 1.194, 3.013)  0.1262
H (1.598, 2.609, 2.909)  0.1347
H (3.277, 3.816, 1.722)  0.1159
H (3.030, 2.315, 0.883)  0.1379
H (5.146, 2.796, 0.945)  0.1398
H (2.614, 2.569, 4.866)  0.1295

## Properties
E_LUMO (alpha / beta) ... -0.5 / -0.5 eV
Calculated total energy ... -2284.90169 a.u.
Frontier orbital gap (alpha / beta) ... 7.949 / 7.930 eV
Expectation value of S² ... 6.006
Multiplicity ... 5
Largest force on an atom ... 9.6 eV/A
Relative energy (zero: lowest compared OMol25 entry of this formula, charge and spin) ... 281.09 kJ/mol